Record 1
Below is C11H20Cl2HfN2S as an isolated structure at a distorted geometry, with properties calculated with ωB97M-V/def2-TZVPD.

Summary:
E_HOMO	-6.96	eV
orbital gap	7.12	eV
charge	0
E_tot	-1907.3257	Eh
LUMO energy	0.157	eV

Geometry as XYZ:
```
37
Properties=species:S:1:pos:R:3:forces:R:3
Hf 2.146883 -0.034326 -0.273916 1.246 -0.322 0.265
Cl 2.520195 2.266409 -0.344942 0.124 1.103 0.046
Cl 2.597288 -1.487752 -2.014744 0.267 -0.740 -0.892
S -0.036914 -0.625274 0.673068 -0.936 0.026 1.576
N -0.836214 0.342681 3.027867 0.027 -0.134 -0.578
N 1.355736 -0.398713 3.005216 -1.220 0.367 0.566
C 0.150329 0.784356 -2.323987 1.286 -0.377 -2.481
C 1.531608 -0.066671 4.415817 -0.155 -0.201 -0.026
C -1.689214 -0.320518 -3.723412 0.207 0.374 0.025
C 3.459770 -0.650476 1.142305 0.303 -0.286 0.306
C -0.761355 1.302475 -1.552335 -1.206 1.345 1.331
C -2.218410 0.931807 -1.578618 -0.260 -0.374 -0.386
C 0.208998 -0.189002 2.372375 0.717 -0.592 0.523
C 0.654805 1.102526 4.810303 0.037 0.533 0.009
C -0.782275 0.895096 4.380962 -0.364 -0.339 -0.029
C -2.497378 -0.325017 -2.425740 0.121 0.063 0.136
C -0.178708 -0.162424 -3.462487 -0.175 -0.812 0.090
H 0.248158 -1.155227 -3.247732 -0.076 0.285 -0.031
H -3.563337 -0.376956 -2.663143 0.038 -0.052 0.100
H 2.584436 0.176666 4.567634 -0.043 -0.065 -0.009
H -2.815529 1.762348 -1.992624 0.295 -0.037 0.204
H -2.254214 -1.216326 -1.833960 0.042 0.056 -0.084
H 3.866429 -1.676450 1.170263 -0.077 0.256 -0.146
H 0.316262 0.158615 -4.388940 -0.009 0.088 0.275
H 0.683419 1.243513 5.892336 0.042 0.036 -0.076
H -2.017067 0.526213 -4.341925 -0.066 -0.109 0.079
H 2.203358 -0.707849 2.443037 -0.246 0.138 -0.640
H 1.287808 -0.930562 5.048614 0.090 0.005 -0.186
H -1.295176 0.203293 5.059621 0.059 0.101 -0.020
H -0.497755 2.087681 -0.831142 0.064 -0.332 -0.254
H 1.033606 2.016193 4.344545 0.049 -0.056 0.016
H -1.694997 0.423017 2.493243 0.339 0.033 0.158
H 1.184751 1.180863 -2.365818 -0.711 -0.106 0.227
H -1.338939 1.838889 4.376071 0.143 -0.157 0.076
H -2.574681 0.767729 -0.552357 0.074 0.103 -0.154
H 4.055466 -0.018445 1.818143 -0.093 -0.021 -0.131
H -1.881840 -1.233680 -4.301501 0.065 0.202 0.117
```
Positions in Å, forces in eV/Å.

=====

Record 2
Below is an isolated molecule of C6H13N at a distorted geometry, with properties calculated with ωB97M-V/def2-TZVPD.

Summary:
E_HOMO	-9.45	eV
orbital gap	10.60	eV
charge	0
E_tot	-291.1340	Eh
LUMO energy	1.149	eV

Geometry as XYZ:
```
20
Properties=species:S:1:pos:R:3:forces:R:3
N 2.000070 -0.450950 -0.449240 0.495 0.208 -0.362
C 0.047643 0.297618 0.792086 -1.603 0.464 -0.226
C -0.743170 -1.014378 0.635116 0.444 0.188 -0.849
C -2.778058 -1.731335 -0.640480 0.117 -0.480 -0.160
C 1.568517 2.002627 -0.155833 0.556 -0.296 0.251
C 0.983821 0.603381 -0.352157 0.757 0.208 0.083
C -2.126760 -0.820533 0.058175 0.140 0.145 0.845
H 2.288716 2.277872 -0.931857 -0.434 0.072 -0.282
H 0.762010 2.726165 -0.047842 0.177 0.243 -0.137
H -0.162202 -1.615604 -0.066365 -0.020 -0.428 0.271
H -0.844461 -1.549781 1.573476 0.114 -0.072 0.196
H -3.818779 -1.675309 -0.931960 0.053 0.287 -0.013
H -0.712315 1.094848 0.745708 0.220 0.048 0.325
H 2.669491 -0.356757 0.312413 -0.250 -0.048 0.190
H 2.184652 2.009623 0.748318 -0.248 0.048 0.257
H 2.576222 -0.278011 -1.270905 -0.193 -0.146 -0.061
H 0.533941 0.423872 1.758313 0.259 -0.269 0.021
H 0.439164 0.626627 -1.297992 -0.200 -0.312 0.002
H -2.605646 0.083913 0.420695 -0.315 0.079 -0.263
H -2.262855 -2.653887 -0.899668 -0.068 0.062 -0.089
```
Positions in Å, forces in eV/Å.

=====

Record 3
Below is C8H14NOP as an isolated structure at a distorted geometry, with properties calculated with ωB97M-V/def2-TZVPD.

Summary:
E_HOMO	-7.98	eV
orbital gap	8.35	eV
charge	0
E_tot	-784.4217	Eh
LUMO energy	0.364	eV

Geometry as XYZ:
```
25
Properties=species:S:1:pos:R:3:forces:R:3
P -1.245852 0.387192 2.051658 1.479 -1.100 -2.430
O 1.697911 0.082971 -2.731660 1.112 -0.296 1.571
N -0.212456 -0.240521 -1.639635 1.052 0.321 0.966
C 1.849240 -0.280418 -0.312145 -1.467 2.871 0.425
C -0.465034 0.030458 -2.929223 -1.752 0.226 -2.586
C 1.092093 -0.166613 -1.572915 -0.600 -1.445 1.814
C 0.916137 0.324898 0.901527 1.164 -0.380 -0.139
C -2.334140 1.122424 0.710429 -0.666 1.500 0.850
C -1.758058 -1.303976 1.602588 2.482 -0.870 0.697
C 0.702199 0.195581 -3.583928 -1.239 0.064 -1.181
C 1.828177 0.197918 2.103704 -0.707 -0.862 1.308
H -1.488490 0.106050 -3.373038 1.147 -0.212 0.611
H -3.336248 0.639763 0.651225 0.564 0.315 0.573
H 0.624041 1.304225 0.658937 0.403 1.473 -0.520
H 2.813467 0.292341 -0.486607 -1.180 0.247 0.699
H -2.480642 2.258134 0.870701 0.316 -1.817 -0.513
H 1.856408 1.162569 2.624164 0.283 -0.349 0.235
H 2.261001 -1.155619 0.069497 0.027 -2.400 -0.148
H 1.258970 -0.539099 2.746656 1.229 0.669 0.008
H -1.892847 0.863180 -0.238315 0.428 0.312 -0.407
H 1.042162 0.259438 -4.567111 -0.150 0.442 -1.492
H -1.992667 -1.434642 0.609284 -0.637 0.318 -2.467
H -1.098140 -2.164671 1.752652 1.138 0.633 0.239
H -2.511078 -1.719086 2.140742 -3.095 -0.381 1.886
H 2.873846 -0.222497 1.940811 -1.331 0.720 0.002
```
Positions in Å, forces in eV/Å.

=====

What ΔE to the lowest compared entry with this formula, charge and spin values result from the calculations? In sequence: 0.0; 64.9; 385.0 kJ/mol.